--- a ---
This record from OMol25 describes a 2-piece molecular cluster, CH3INOP overall. The level of theory is wB97M-V/def2-TZVPD.

E_HOMO (alpha / beta) = -0.2952 / -0.2951 Eh
spin multiplicity = 1

Geometry as XYZ:
```
8
Properties=species:S:1:pos:R:3:lowdin_charge:R:1
I 0.991 0.802 -2.608 0.99
P -0.109 0.896 1.596 0.59
O 1.058 0.765 0.602 -0.69
N -0.149 -1.412 -0.883 0.11
C 0.385 -0.359 -1.088 -0.80
H -1.135 1.518 0.837 -0.13
H -0.772 -0.370 1.517 -0.14
H -0.269 -1.841 0.028 0.08
```

--- b ---
This record from OMol25 describes CH3INOP as an isolated structure. The level of theory is wB97M-V/def2-TZVPD.

E_HOMO = -0.3326 Eh
spin multiplicity = 1

Geometry as XYZ:
```
8
Properties=species:S:1:pos:R:3:lowdin_charge:R:1
I 3.392 -0.343 -0.047 0.14
P -1.682 -0.637 -0.045 0.87
O 0.596 1.573 0.426 0.13
N 0.082 -0.595 -0.068 -0.26
C 0.786 0.498 0.082 -0.66
H 0.672 -1.278 -0.512 0.03
H -1.938 0.509 -0.775 -0.11
H -1.909 0.273 0.939 -0.12
```

--- c ---
This record from OMol25 describes a 2-piece molecular cluster, CH3INOP overall. The level of theory is wB97M-V/def2-TZVPD.

SMILES = O=C=NP.I
E_HOMO = -0.3565 Eh
spin multiplicity = 1

Geometry as XYZ:
```
8
Properties=species:S:1:pos:R:3:lowdin_charge:R:1
I 2.911 0.715 0.047 0.49
P -1.367 1.269 0.150 0.76
O 0.710 -1.873 -0.579 0.08
N -1.072 -0.383 -0.070 -0.24
C -0.087 -1.053 -0.320 -0.49
H -1.767 1.125 1.368 -0.18
H 3.374 -0.745 -0.171 -0.37
H -2.703 0.945 -0.425 -0.06
```

Most stable: c (next structure +0.0077 hartree)

--- a ---
This record from OMol25 describes one molecule with the formula C3H6Br2O. The level of theory is wB97M-V/def2-TZVPD.

SMILES = C[C@@](O)(Br)CBr
E_HOMO = -0.3730 Eh
spin multiplicity = 1

Geometry as XYZ:
```
12
Properties=species:S:1:pos:R:3:lowdin_charge:R:1
Br 2.111 -1.168 0.115 0.62
Br -2.494 -0.929 0.068 0.72
O 0.202 -0.510 -1.808 -0.04
C 0.242 -0.424 -0.466 -0.95
C 0.199 0.920 0.248 -0.16
C -0.687 -1.463 0.180 -0.69
H -0.441 -2.308 -0.324 0.01
H 0.905 1.651 -0.005 0.04
H -0.119 0.350 -2.147 0.13
H -0.758 1.592 0.002 0.12
H -0.275 -1.720 1.221 0.09
H 0.411 0.894 1.376 0.11
```

--- b ---
This record from OMol25 describes a 2-piece molecular cluster, C3H6Br2O overall. The level of theory is wB97M-V/def2-TZVPD.

E_HOMO (alpha / beta) = -0.2835 / -0.2605 Eh
spin multiplicity = 1

Geometry as XYZ:
```
12
Properties=species:S:1:pos:R:3:lowdin_charge:R:1
Br -2.123 1.801 0.172 0.56
Br -2.280 -1.483 0.391 0.43
O 0.841 1.595 0.036 -0.02
C 0.916 0.337 -0.338 -0.20
C -1.870 0.118 -0.671 -1.10
C 1.273 -0.880 0.480 -0.04
H 1.039 -1.798 0.016 0.07
H 0.558 1.806 0.943 0.10
H -2.597 -0.097 -1.506 -0.05
H 0.872 0.206 -1.397 0.11
H 2.359 -0.713 0.430 0.10
H 1.011 -0.893 1.443 0.04
```

Most stable: a (next structure +0.1214 hartree)

--- a ---
This record from OMol25 describes one molecule with the formula C2H2ClFO2. The level of theory is wB97M-V/def2-TZVPD.

SMILES = O=C(O)[C@@H](F)Cl
E_HOMO = -0.4030 Eh
spin multiplicity = 1

Geometry as XYZ:
```
8
Properties=species:S:1:pos:R:3:lowdin_charge:R:1
Cl 0.839 0.455 2.005 0.62
F 0.960 -1.699 0.586 0.04
O 0.936 0.116 -1.570 0.11
O -1.063 0.879 -0.621 0.06
C 0.181 -0.644 0.703 -0.62
C 0.137 0.200 -0.643 -0.47
H -1.115 1.442 -1.458 0.16
H -0.875 -0.750 0.997 0.11
```

--- b ---
This record from OMol25 describes a 2-piece molecular cluster, C2H2ClFO2 overall. The level of theory is wB97M-V/def2-TZVPD.

SMILES = O=C=CF.OCl
E_HOMO = -0.3662 Eh
spin multiplicity = 1

Geometry as XYZ:
```
8
Properties=species:S:1:pos:R:3:lowdin_charge:R:1
Cl 2.452 0.417 -0.634 0.59
F -1.141 0.886 -0.528 -0.04
O -1.783 -2.345 1.027 0.17
O 1.874 1.735 0.197 -0.60
C -1.477 -1.296 0.545 -0.10
C -0.841 -0.426 -0.185 -0.13
H 0.094 -0.530 -0.623 0.04
H 0.822 1.558 0.200 0.08
```

Most stable: a (next structure +0.1568 hartree)

--- a ---
This record from OMol25 describes one molecule with the formula C3H4BrF. The level of theory is wB97M-V/def2-TZVPD.

SMILES = C=C(F)CBr
E_HOMO = -0.3659 Eh
spin multiplicity = 1

Geometry as XYZ:
```
9
Properties=species:S:1:pos:R:3:lowdin_charge:R:1
Br -2.144 -0.881 -0.025 0.57
F 1.448 1.229 0.362 0.04
C 0.814 -0.478 -1.072 0.03
C -0.714 0.291 0.848 -0.44
C 0.551 0.310 -0.038 -0.46
H 0.029 -1.201 -1.303 0.00
H 1.665 -0.260 -1.774 0.09
H -1.130 1.321 1.223 0.11
H -0.518 -0.332 1.779 0.07
```

--- b ---
This record from OMol25 describes one molecule with the formula C3H4BrF. The level of theory is wB97M-V/def2-TZVPD.

SMILES = C/C(F)=C/Br
E_HOMO = -0.3221 Eh
spin multiplicity = 1

Geometry as XYZ:
```
9
Properties=species:S:1:pos:R:3:lowdin_charge:R:1
Br -2.389 -1.553 -1.118 0.67
F 0.201 0.031 -1.791 0.04
C -1.171 -0.729 0.041 -0.55
C 0.005 -0.039 -0.474 -0.41
C 0.988 0.644 0.400 -0.04
H 0.642 0.617 1.428 0.08
H -1.352 -0.809 1.092 0.03
H 1.963 0.158 0.337 0.09
H 1.112 1.680 0.084 0.09
```

Most stable: b (next structure +0.0058 hartree)

--- a ---
This record from OMol25 describes a 16-piece molecular cluster, H31O16 overall. The level of theory is wB97M-V/def2-TZVPD.

net charge = -1
E_HOMO = -0.2243 Eh
spin multiplicity = 1

Geometry as XYZ:
```
47
Properties=species:S:1:pos:R:3:lowdin_charge:R:1
O 2.484 2.055 -1.801 -0.06
O 1.130 5.374 0.125 -0.10
O 3.396 -2.149 1.897 -0.05
O 4.595 1.006 1.238 -0.05
O 0.919 -3.900 0.989 -0.06
O 4.522 -1.686 -1.882 -0.06
O -2.686 -2.708 4.796 -0.08
O -1.651 -1.879 2.355 -0.05
O -2.245 -2.314 -2.909 -0.06
O -0.830 -5.032 2.876 -0.05
O -1.084 3.818 -3.389 -0.09
O -0.861 3.717 -0.570 -0.41
O -0.862 0.940 0.062 -0.07
O -3.532 3.604 -0.761 -0.13
O -4.002 0.224 -0.589 -0.08
O 0.633 -1.098 -2.495 -0.05
H 5.024 0.644 0.461 0.04
H -1.464 -0.960 2.107 0.05
H 0.336 -1.373 -1.627 0.02
H -1.739 -4.708 2.870 0.05
H -2.530 3.690 -0.661 -0.03
H -1.805 3.327 -3.774 0.01
H -1.586 -2.168 -3.590 0.02
H 2.434 2.352 -2.719 0.04
H -0.105 0.381 0.242 0.01
H 0.585 4.692 0.527 -0.02
H 1.682 -4.175 0.486 0.04
H 2.145 2.853 -1.373 0.02
H -3.043 -1.806 -3.066 0.03
H 0.516 -4.444 1.678 -0.01
H -0.862 3.912 0.370 -0.05
H -0.462 -4.648 3.680 0.05
H 2.514 -2.497 2.030 0.00
H 3.665 -1.847 -1.485 0.02
H -2.196 -2.318 4.048 -0.02
H -3.082 0.482 -0.464 0.00
H -1.344 -2.291 1.533 0.05
H -1.019 3.771 -2.423 -0.03
H -3.699 4.452 -1.190 0.01
H 3.373 -1.263 2.273 0.02
H 0.625 -0.148 -2.578 0.02
H -4.482 1.046 -0.440 0.02
H 1.034 4.963 -0.748 0.01
H 3.672 0.761 1.290 0.02
H -2.154 -2.445 5.555 0.03
H 4.204 -1.187 -2.647 0.04
H -0.577 1.869 -0.051 0.00
```

--- b ---
This record from OMol25 describes H31O16 as an isolated structure. The level of theory is wB97M-V/def2-TZVPD.

net charge = -1
E_HOMO = -0.2466 Eh
spin multiplicity = 1

Geometry as XYZ:
```
47
Properties=species:S:1:pos:R:3:lowdin_charge:R:1
O -2.244 0.537 3.785 -0.16
O 0.320 0.388 3.779 -0.05
O 0.842 2.702 -3.568 -0.08
O 5.205 1.389 1.667 -0.12
O 3.124 0.767 -1.239 -0.10
O -2.972 -2.194 0.854 -0.04
O -1.486 1.968 1.638 -0.16
O -3.893 1.501 0.763 0.01
O 3.883 -1.902 -1.028 -0.06
O 0.314 -0.763 -2.784 -0.26
O -3.572 -1.119 -1.908 -0.08
O -0.402 0.079 -0.198 -0.05
O 2.930 3.711 0.368 -0.14
O 1.326 -1.950 -0.865 -0.21
O -1.959 -1.520 -3.763 -0.07
O -1.586 -3.471 2.690 -0.14
H -1.863 1.105 2.105 0.04
H 0.709 1.116 4.223 0.04
H 1.287 2.435 -4.303 -0.05
H 0.736 -2.516 -0.432 -0.01
H -2.305 -2.950 2.149 0.03
H 3.137 0.466 -0.339 0.00
H 3.166 -0.092 -1.813 0.07
H -1.355 0.781 3.416 -0.03
H -1.829 -0.601 -3.630 0.01
H 0.864 -1.255 -1.715 0.00
H 2.972 -1.814 -0.929 -0.08
H -3.627 -2.633 0.305 0.06
H 3.440 3.670 -0.506 0.06
H 1.077 -0.798 -3.304 -0.05
H 0.976 1.780 -3.060 0.09
H -0.663 -3.255 2.659 0.00
H 0.273 -0.494 -0.562 -0.03
H 4.473 -2.634 -1.198 0.04
H -2.143 -0.534 3.930 0.14
H -2.498 -1.544 0.308 0.04
H 4.787 1.820 0.905 -0.01
H 0.717 0.268 2.876 0.09
H -3.000 -1.868 -2.017 0.01
H -3.921 2.435 0.600 0.04
H -4.070 1.324 1.599 -0.05
H -1.182 0.082 -0.754 0.01
H 2.181 3.052 0.054 0.09
H -3.019 -0.428 -1.437 0.05
H -1.375 1.924 0.646 0.04
H 4.507 1.882 2.274 0.09
H -1.067 -1.713 -3.573 -0.03
```

Most stable: a (next structure +0.1260 hartree)

--- a ---
This record from OMol25 describes C3H5MgNaO4 as an isolated structure. The level of theory is wB97M-V/def2-TZVPD.

net charge = +1
E_HOMO (alpha / beta) = -0.3412 / -0.4305 Eh
spin multiplicity = 2

Geometry as XYZ:
```
14
Properties=species:S:1:pos:R:3:lowdin_charge:R:1
Mg 0.529 -0.974 -3.685 0.88
Na -1.911 -2.152 1.993 0.87
O 1.272 -1.100 0.894 0.16
O -0.931 -2.233 -3.160 -0.34
O 1.410 -0.780 -1.416 0.04
O -0.305 -1.653 -0.345 -0.12
C -1.942 -2.291 -2.376 -0.19
C 0.899 -1.151 -0.377 -0.62
C -1.463 -0.869 -0.744 -0.11
H -2.181 -3.292 -1.971 0.10
H -1.704 0.101 -0.270 0.07
H -1.213 -0.261 -1.626 0.03
H 1.917 -1.793 1.090 0.15
H -2.813 -1.657 -2.628 0.09
```

--- b ---
This record from OMol25 describes C3H5MgNaO4 as an isolated structure. The level of theory is wB97M-V/def2-TZVPD.

net charge = +1
E_HOMO (alpha / beta) = -0.3455 / -0.3940 Eh
spin multiplicity = 2

Geometry as XYZ:
```
14
Properties=species:S:1:pos:R:3:lowdin_charge:R:1
Mg -2.340 0.995 -0.649 0.90
Na 3.433 0.013 1.007 0.81
O 1.621 -1.023 -2.112 0.15
O -2.313 0.367 1.284 -0.25
O -0.493 -0.209 -2.029 -0.02
O 1.206 0.695 -0.969 -0.16
C 0.517 0.684 0.333 -0.15
C 0.722 -0.066 -1.920 -0.62
C -1.400 -0.136 2.005 -0.05
H -1.102 -1.172 1.751 0.11
H -1.102 0.268 2.988 0.12
H 0.116 1.714 0.307 0.02
H 1.188 -1.872 -2.275 0.14
H -0.054 -0.258 0.281 -0.01
```

Most stable: a (next structure +0.0146 hartree)